The following is a quantum chemistry calculation of an isolated ion of composition C4H8NO2S and charge -1, from the Open Molecules 2025 dataset.

XYZ file:
```
16
Properties=species:S:1:pos:R:3:forces:R:3:lowdin_charge:R:1
O -1.47562 -2.17086 0.61560 -0.2 0.2 -0.1 0.014
C -0.36013 -1.78504 0.37740 1.0 -1.3 0.4 -0.271
C 0.10578 -0.62250 -0.39893 -0.3 2.4 -2.9 -0.426
C -0.38800 0.74544 0.21955 2.6 -1.2 2.0 -0.565
S -2.02874 1.03064 0.80890 -1.4 0.6 -0.4 0.670
N 1.54624 -0.63070 -0.56157 -0.2 -0.7 0.3 -0.063
C 2.13772 0.55177 -1.36052 0.9 -0.4 1.0 -0.563
O 2.48308 1.59243 -0.64927 -0.3 0.7 0.5 -0.320
H 0.53448 -2.36083 0.78895 -0.6 0.3 -0.1 0.127
H -0.23487 -0.53575 -1.49045 -0.3 -0.9 1.4 0.156
H 0.00716 1.57605 -0.39899 -0.4 -0.4 0.5 0.074
H 0.24613 0.69665 1.15172 -0.4 0.9 -0.8 0.083
H -2.20458 0.07223 1.73269 0.4 -0.1 -0.2 -0.158
H 2.02851 -0.71896 0.33722 -0.1 0.4 -0.3 0.088
H 3.06409 0.08052 -1.79203 -0.7 -0.1 -0.7 0.074
H 1.31756 0.75368 -2.08678 0.2 -0.3 -0.6 0.079
```
Forces are in eV/Å.

Energy relative to the best compared isomer or geometry (same formula, charge and spin) ... 305.4 kJ/mol
Total charge ... -1
Frontier orbital gap ... 6.17 eV
Electronic energy ... -760.59654 Ha